The following is a quantum chemistry calculation of a structure of composition C20H29LiN4SSi2, from the Open Molecules 2025 dataset.

Geometry as XYZ:
```
57
Properties=species:S:1:pos:R:3:forces:R:3:nbo_charge:R:1
Li 0.4928 -1.1521 0.6916 -0.1192 0.1239 0.0093 0.82
C 1.4310 -3.9203 -3.9833 -0.0327 -0.0405 -0.0091 -0.62
C 2.3819 -4.1391 -2.8171 -0.0038 0.0302 -0.0194 -0.20
N 2.9027 -2.8776 -2.2855 0.0183 -0.0356 0.0059 -0.65
C 1.9737 -2.2229 -1.3919 -0.0242 0.0134 0.0271 0.19
S 2.2473 -2.5479 0.3274 0.0589 0.0342 -0.0023 -0.69
N 1.0496 -1.5326 -1.9442 0.0833 -0.0531 -0.0526 -0.37
N 0.1013 -0.9213 -1.1519 -0.0518 -0.1102 0.0474 -0.61
C -0.9666 -0.4431 -1.8570 -0.0701 0.0846 0.0573 0.20
C -0.9789 -0.5154 -3.3697 -0.0301 -0.0026 -0.0133 -0.67
C -2.0356 0.1454 -1.2256 0.1376 -0.0597 -0.0603 -0.05
C -3.2157 0.6149 -1.9112 -0.0613 0.0103 0.0106 -0.19
C -4.3840 0.7968 -1.2584 0.0352 0.0121 -0.1442 -0.31
C -4.4249 0.5292 0.1666 0.0501 -0.0133 0.1238 -0.39
C -3.2504 0.3464 0.8161 -0.1503 -0.0157 0.0839 0.05
N -2.0196 0.3146 0.2153 0.0832 0.1099 0.0078 -0.79
H 1.0493 -4.8779 -4.3530 0.0013 -0.0018 -0.0117 0.17
H 1.9415 -3.4024 -4.7979 0.0172 0.0053 -0.0057 0.19
H 0.5931 -3.2989 -3.6711 0.0085 0.0050 0.0140 0.24
H 3.2379 -4.7350 -3.1562 0.0000 0.0096 0.0141 0.16
H 1.8755 -4.7175 -2.0282 -0.0110 0.0077 -0.0195 0.17
H 3.7114 -3.0961 -1.7173 -0.0120 0.0119 -0.0040 0.36
H 0.0173 -0.7435 -3.7369 0.0086 0.0089 0.0124 0.24
H -1.3115 0.4312 -3.8014 0.0010 0.0054 -0.0057 0.19
H -1.6597 -1.2952 -3.7268 0.0078 -0.0094 -0.0065 0.20
H -3.1688 0.8015 -2.9786 -0.0042 0.0029 -0.0103 0.18
H -5.2642 1.1537 -1.7831 -0.0016 -0.0008 0.0134 0.18
H -5.3485 0.5523 0.7314 -0.0060 -0.0022 -0.0113 0.18
H -3.2467 0.2879 1.8993 0.0143 -0.0109 0.0058 0.18
C -0.4806 2.4675 -0.4673 -0.0047 0.0064 0.0562 -1.13
Si -0.6436 1.2469 1.0657 0.0159 -0.0942 -0.0762 1.38
C -0.7461 -0.0963 2.5940 0.0490 -0.0887 0.0175 -1.10
C -0.6126 2.7142 2.3392 -0.1125 -0.0283 -0.0160 -0.41
C -1.5622 3.5121 2.9680 -0.0617 0.0213 0.0154 -0.18
C -1.1706 4.5255 3.8403 -0.0234 0.0006 -0.0018 -0.25
C 0.1764 4.7493 4.0966 0.0104 0.0119 0.0085 -0.26
C 1.1372 3.9540 3.4762 0.0170 0.0183 0.0153 -0.21
C 0.7586 2.9424 2.5992 0.1014 0.0031 0.0014 -0.45
Si 1.6867 1.6005 1.5952 0.0341 -0.0354 -0.1260 1.16
C 2.8892 2.3334 0.3228 0.0355 0.0258 0.1328 -1.11
C 2.7861 0.6077 2.7837 -0.0147 0.0734 -0.0017 -1.12
H -1.4715 2.8320 -0.7628 -0.0035 0.0043 -0.0196 0.21
H -0.0136 1.9955 -1.3329 0.0199 -0.0106 -0.0213 0.23
H 0.1208 3.3320 -0.1683 0.0181 0.0026 -0.0182 0.20
H -1.7504 -0.2294 3.0082 -0.0150 0.0396 0.0111 0.20
H -0.1232 0.2869 3.4083 0.0118 -0.0004 -0.0012 0.20
H -0.3980 -1.1276 2.4156 -0.0146 -0.0079 -0.0054 0.17
H -2.6212 3.3529 2.7817 0.0012 0.0048 -0.0010 0.19
H -1.9211 5.1447 4.3236 0.0076 -0.0010 0.0008 0.18
H 0.4755 5.5398 4.7785 -0.0020 -0.0024 -0.0022 0.18
H 2.1897 4.1313 3.6853 0.0002 0.0036 0.0040 0.18
H 3.7564 2.7882 0.8149 0.0009 0.0126 -0.0089 0.20
H 2.4079 3.0846 -0.3025 -0.0236 -0.0004 -0.0188 0.23
H 3.2503 1.5320 -0.3261 -0.0087 -0.0242 -0.0107 0.24
H 3.5774 1.2525 3.1827 0.0206 -0.0125 0.0129 0.20
H 3.2472 -0.2319 2.2595 0.0002 -0.0180 -0.0132 0.25
H 2.2118 0.2149 3.6241 -0.0066 -0.0236 0.0096 0.22
```
Forces are in eV/Å.

The charge is -2. The value obtained for the HOMO energy is 0.778 eV. The frontier orbital gap comes out at 4.0 eV. The total energy is -1983.2367 Ha. For the energy above the lowest of the compared OMol25 structures with the same formula, charge and spin, the calculation gives 1.265 eV.